# 1
An isolated molecule of C3H5Cl4NOS, computed with the ωB97M-V functional and the def2-TZVPD basis.

Properties
Total charge: 0
Molecular weight, g mol⁻¹: 244.96
LUMO energy, eV: 0.33
HOMO level, eV: -9.324

Each line ends with the Mulliken charge.
Atoms and positions in Å:
C (0.6793, 0.5968, -0.5855)  -0.546
C (-2.0128, -1.1980, -0.3481)  -0.719
C (2.0527, 1.1941, -0.3584)  0.397
N (-0.5634, -0.1444, 1.8079)  -0.541
O (-0.6475, -1.5589, -0.2952)  -0.329
S (0.3147, -0.8263, 0.8103)  0.482
Cl (-0.5672, 1.7615, -0.4760)  -0.051
Cl (3.2246, -0.1999, -0.3882)  -0.111
Cl (2.4777, 2.4973, -1.5781)  -0.124
Cl (2.1485, 2.0967, 1.2214)  -0.091
H (-2.3615, -0.6121, 0.5327)  0.389
H (-2.5790, -2.1477, -0.1763)  0.229
H (-2.0894, -0.9272, -1.3383)  0.305
H (-0.7778, -0.5859, 2.6988)  0.235
H (0.7010, 0.0540, -1.5270)  0.477

=====

# 2
A cluster of 2 separate species, C3H5ClFNO3 in total, computed with the ωB97M-V functional and the def2-TZVPD basis.

Properties
Total charge: 0
Molecular weight, g mol⁻¹: 157.53
LUMO energy (spin up / spin down), eV: -2.93 / -3.78
HOMO level (spin up / spin down), eV: -11.162 / -10.411

Each line ends with the Mulliken charge.
Atoms and positions in Å:
C (-0.3217, -0.7971, 0.0420)  -1.131
C (0.3026, 0.5717, -0.0069)  0.757
C (-0.0511, 1.3485, 1.2618)  -0.201
N (0.8595, 1.9003, 2.1822)  1.179
O (0.4868, 2.7965, 2.8596)  -0.577
O (1.9682, 1.4433, 2.1457)  -0.628
O (1.7036, 0.5382, -0.2212)  -0.589
F (-1.3342, 1.6898, 1.3585)  -0.172
Cl (-0.2261, -0.5009, 3.3299)  -0.184
H (0.1330, -1.4807, 0.8678)  0.251
H (-0.3326, -1.3966, -0.8353)  0.386
H (-1.4936, -0.5427, 0.1228)  0.267
H (-0.2835, 1.1360, -0.7591)  0.235
H (2.1817, 0.8381, 0.6137)  0.407

=====

# 3
A structure of composition C3H5ClFNOS, computed with the ωB97M-V functional and the def2-TZVPD basis.

Properties
Total charge: 0
Molecular weight, g mol⁻¹: 157.60
LUMO energy, eV: 0.27
HOMO level, eV: -9.347

Each line ends with the Mulliken charge.
Atoms and positions in Å:
C (1.9106, -0.6641, 0.4173)  -0.973
C (0.7532, 0.1563, -0.2213)  0.780
C (-0.6949, 0.1788, 0.3835)  0.345
H (1.9297, -1.7380, -0.4355)  0.271
H (3.0037, -0.1488, 0.1605)  0.302
H (1.7107, -0.8208, 1.5365)  0.299
H (-1.3883, 0.5229, -1.5248)  0.272
H (-3.3338, -0.5362, 0.4108)  0.154
N (-1.5844, 0.5515, -0.5765)  -0.224
O (-1.0419, 0.0383, 1.6061)  -0.599
F (0.6296, -0.2359, -1.5805)  -0.280
S (-3.1433, 0.7424, -0.2257)  -0.165
Cl (1.2491, 1.9534, 0.0496)  -0.181

=====

# 4
The ion C3H5ClIN3S with charge +2, computed with the ωB97M-V functional and the def2-TZVPD basis.

Properties
Total charge: +2
Molecular weight, g mol⁻¹: 277.52
LUMO energy, eV: -10.99
HOMO level, eV: -18.490

Each line ends with the Mulliken charge.
Atoms and positions in Å:
C (-0.5132, 0.0612, 0.0626)  1.180
C (1.9469, -0.5802, -0.1316)  0.830
C (-1.8057, -0.6493, -0.2005)  -1.467
N (2.7736, 0.3425, 0.1176)  -0.490
N (-0.6189, 1.3076, 0.4407)  -0.376
N (0.5862, -0.5930, -0.3156)  -0.285
S (0.0552, 2.6599, 1.2990)  0.188
Cl (2.6770, -2.0650, -0.3407)  -0.022
I (2.4029, 2.2198, 0.4899)  0.798
H (-2.0271, -1.6058, 0.1906)  0.442
H (-1.6372, -1.0420, -1.2073)  0.369
H (-2.6216, -0.0712, -0.0309)  0.433
H (-1.5813, 1.4579, 0.3963)  0.259
H (0.3632, -1.4425, -0.7700)  0.142

=====

# 5
An isolated molecule of C3H5ClN2, computed with the ωB97M-V functional and the def2-TZVPD basis.

Properties
Total charge: 0
Molecular weight, g mol⁻¹: 104.54
SMILES: Cl[C@H]1C=NNC1
LUMO energy, eV: 1.00
HOMO level, eV: -9.351

Each line ends with the Mulliken charge.
Atoms and positions in Å:
Cl (-0.9937, -0.7346, 1.4689)  -0.197
C (0.0409, 0.2349, 0.4410)  0.232
C (1.2879, -0.2521, -0.0343)  -0.283
N (1.4531, 0.1194, -1.1870)  -0.507
N (0.4483, 0.9641, -1.5644)  -0.218
C (-0.7097, 0.4921, -0.8191)  -0.560
H (0.1851, 1.1729, 1.0910)  0.237
H (2.0987, -0.7475, 0.3667)  0.463
H (0.3312, 0.9421, -2.6611)  0.283
H (-1.1453, -0.5345, -1.1590)  0.260
H (-1.6012, 1.2213, -0.8744)  0.290

=====

# 6
An isolated molecule of C3H5ClN2, computed with the ωB97M-V functional and the def2-TZVPD basis.

Properties
Total charge: 0
Molecular weight, g mol⁻¹: 104.54
Expectation value of S²: 2.0091
LUMO energy (spin up / spin down), eV: 0.86 / -2.10
Multiplicity: 3
HOMO level (spin up / spin down), eV: -5.339 / -10.116

Each line ends with the Mulliken spin population.
Atoms and positions in Å:
C (0.3866, -1.4479, -0.2678)  -0.006
C (-1.1254, 0.0579, 0.3701)  0.022
C (0.0315, 0.9627, -0.2221)  -0.007
N (-0.6765, -1.2872, 0.3187)  0.104
N (1.1057, 0.0840, -0.5917)  0.943
Cl (2.5635, 0.1950, 0.3694)  0.892
H (1.1276, -2.1808, -0.3867)  -0.004
H (-1.3697, 0.3635, 1.3905)  -0.002
H (-2.0953, -0.0970, -0.3403)  0.003
H (-0.1152, 1.4767, -1.1915)  0.052
H (0.1672, 1.8730, 0.5514)  0.003

=====

# 7
A cluster of 2 separate species, C3H5ClN2O2 in total, computed with the ωB97M-V functional and the def2-TZVPD basis.

Properties
Total charge: 0
Molecular weight, g mol⁻¹: 136.54
SMILES: C#[N+][O-].CNC(=O)Cl
LUMO energy, eV: 0.39
HOMO level, eV: -9.683

Each line ends with the Mulliken charge.
Atoms and positions in Å:
C (0.3027, -3.2180, -0.8772)  -0.177
N (1.3782, -3.0606, -1.2926)  0.499
O (2.4544, -2.9200, -1.7184)  -0.584
H (-0.4404, -2.7477, -0.3725)  0.243
C (-1.8952, 1.8678, 1.0909)  -0.763
N (-2.3383, 0.7045, 0.4151)  -0.144
C (-1.5396, 0.0447, -0.3666)  0.628
O (-0.3741, -0.1691, -0.5474)  -0.467
Cl (-2.6137, -1.1590, -1.2198)  -0.299
H (-2.6182, 2.7506, 0.9889)  0.281
H (-1.7537, 1.5544, 2.2187)  0.256
H (-0.8410, 2.1543, 0.8562)  0.307
H (-3.3012, 0.4779, 0.2269)  0.219

=====

# 8
An isolated molecule of C3H5ClN2S, computed with the ωB97M-V functional and the def2-TZVPD basis.

Properties
Total charge: 0
Molecular weight, g mol⁻¹: 136.61
SMILES: NC(=S)N/C=C\Cl
LUMO energy, eV: 0.31
HOMO level, eV: -8.466

Each line ends with the Mulliken charge.
Atoms and positions in Å:
N (-1.5926, -0.6085, 1.2579)  -0.363
C (-1.5492, -0.1599, 0.0554)  0.326
S (-2.8176, 0.1366, -0.8878)  -0.447
N (-0.2966, -0.0091, -0.4972)  -0.245
C (0.9635, 0.1652, 0.0690)  0.049
C (2.0535, 0.4721, -0.5935)  -0.436
Cl (2.6260, 0.6681, -2.2570)  -0.144
H (-0.5392, -0.7992, 1.4677)  0.188
H (-2.4934, -1.2421, 1.6203)  0.319
H (-0.3779, 0.6089, -1.3960)  0.253
H (1.0506, -0.1044, 1.0652)  0.286
H (2.9729, 0.8723, 0.0960)  0.214

=====

# 9
An isolated molecule of C3H5ClN2S, computed with the ωB97M-V functional and the def2-TZVPD basis.

Properties
Total charge: 0
Molecular weight, g mol⁻¹: 136.61
SMILES: S/N=C\N/C=C/Cl
LUMO energy, eV: 0.67
HOMO level, eV: -8.125

Each line ends with the Mulliken charge.
Atoms and positions in Å:
S (1.6437, -1.8661, -0.0239)  -0.149
N (2.1870, -0.1996, -0.0309)  -0.452
C (1.4508, 0.8271, 0.0256)  0.168
N (0.0627, 0.9112, 0.1054)  -0.202
C (-0.8820, -0.0601, -0.1515)  0.246
C (-2.2447, 0.1310, -0.1480)  -0.615
Cl (-3.4416, -1.1217, 0.0578)  -0.180
H (2.8680, -2.2981, 0.3242)  0.155
H (1.9516, 1.7893, 0.0370)  0.353
H (-0.3538, 1.8662, 0.2265)  0.235
H (-0.5433, -1.1147, -0.2372)  0.127
H (-2.6982, 1.1355, -0.1850)  0.315

=====

# 10
A cluster of 2 separate species, C3H5ClNO in total, computed with the ωB97M-V functional and the def2-TZVPD basis.

Properties
Total charge: -1
Molecular weight, g mol⁻¹: 106.53
LUMO energy, eV: 3.56
HOMO level, eV: -4.588

Each line ends with the Mulliken charge.
Atoms and positions in Å:
C (1.9299, -0.9326, -0.8621)  -0.793
C (0.1449, 0.3473, 0.7131)  -0.108
C (1.3893, -0.1603, 0.0749)  0.058
N (-1.0592, 0.2731, 0.3547)  -0.328
O (-2.1290, 1.1000, 0.3329)  -0.218
Cl (-4.4343, -0.3254, -0.3653)  -0.851
H (2.9702, -0.9761, -0.8387)  0.258
H (1.4529, -1.6392, -1.4224)  0.358
H (0.5352, 1.2391, 1.4003)  0.195
H (-2.9628, 0.6165, 0.0674)  0.307
H (2.1630, 0.4576, 0.5449)  0.122

=====

What did we get for energy? Answer: -2486.15505, -957.61010, -1205.47611, -1436.84595, -686.93991, -686.76568, -837.37950, -1085.12660, -1085.14086, -707.43488 a.u., in the order shown.
What did we get for ΔE to the lowest compared entry with this formula, charge and spin? Answer: 41.1, 70.1, 21.2, 35.3, 35.2, 32.9, 100.9, 32.9, 24.0, 0.0 kcal/mol, in the order shown.